DFT (ωB97M-V/def2-TZVPD) results for a molecular structure, C22H19CaClN6O7S.

```
57
Properties=species:S:1:pos:R:3:forces:R:3:mulliken_charge:R:1
Ca 1.7084 0.4413 -1.7801 0.313 -0.201 0.114 1.568
Cl 0.6409 1.1341 -4.6299 -0.155 0.134 -0.296 1.898
S 4.3354 1.4060 -1.2751 -0.087 0.044 -0.032 -0.547
O -4.1353 -0.1780 -0.6039 -0.035 -0.020 -0.018 -0.711
O 0.3558 -0.0836 -3.8750 0.066 0.101 0.034 -0.690
O 1.1671 0.7978 -5.9246 -0.060 0.040 0.223 -0.692
O 1.6477 1.8692 -3.8608 -0.120 -0.115 0.003 -0.810
O -0.5508 1.9247 -4.7643 0.222 -0.143 0.035 -0.652
O 2.1852 -1.6625 -1.3967 -0.325 0.163 -0.135 -0.564
O -0.3828 1.5520 -1.1921 0.022 -0.135 -0.184 -0.651
N 1.8437 1.3063 0.4933 -0.088 0.080 0.058 0.659
N 4.3748 3.7506 -0.0067 0.076 -0.029 -0.030 -0.583
N -0.7243 -1.2885 -0.4697 -0.160 0.084 0.059 -0.197
N 0.1290 -0.9959 0.4820 0.032 -0.074 0.123 1.670
N 2.5968 2.4810 0.5799 -0.022 -0.015 0.021 -1.168
N -1.5288 -0.4211 -0.9104 0.064 -0.064 -0.166 -0.946
C 2.5028 -5.4439 0.2279 0.012 0.032 -0.035 -0.894
C 3.6563 2.5516 -0.1595 -0.095 -0.079 0.050 0.382
C -3.8909 1.1187 -0.3545 0.012 0.007 -0.001 0.629
C -1.0927 0.0136 2.3021 -0.029 -0.074 0.045 -0.326
C 1.7213 -4.4753 0.8418 -0.003 0.003 0.000 -0.586
C -2.4857 3.0740 -0.1962 -0.026 0.037 0.007 -0.569
C 2.1858 -2.8456 -0.8916 0.144 0.108 0.026 0.068
C -0.6209 -3.0137 1.6111 0.019 0.023 -0.013 -0.696
C -4.9869 1.9143 -0.0115 -0.015 0.030 0.011 -0.687
C -1.3792 0.9617 -0.7823 0.133 -0.012 -0.012 0.970
C 2.9311 -3.8722 -1.5325 0.029 -0.018 -0.021 -0.648
C 0.8801 1.2176 1.3646 0.103 0.097 -0.012 0.257
C -1.8510 -1.0749 2.6492 0.026 -0.017 -0.004 -0.993
C 0.6127 -2.2814 1.1363 0.016 0.016 -0.089 0.562
C -1.6608 -2.4466 2.2466 -0.021 0.065 0.017 -0.624
C -2.6207 1.7102 -0.4469 0.059 -0.010 0.181 0.138
C -3.5699 3.8559 0.1544 -0.025 -0.026 0.005 -0.910
C -4.8264 3.2614 0.2458 0.025 0.002 -0.010 -0.269
C 1.5120 -3.2037 0.3101 -0.074 0.009 0.077 -0.133
C 3.0949 -5.1285 -0.9931 -0.030 -0.007 0.047 -0.296
C -0.0612 0.1366 1.3463 0.003 0.006 -0.139 -0.160
C 0.6836 2.2860 2.4168 -0.030 -0.018 0.018 -1.827
H -3.4436 4.9123 0.3523 0.003 0.002 0.000 0.384
H 0.4047 1.8503 3.3749 0.012 0.008 -0.006 0.391
H 1.1877 -1.9018 1.9832 0.013 -0.003 0.012 0.532
H 1.2523 -4.7178 1.7899 0.010 -0.009 -0.005 0.453
H -0.7092 -4.0495 1.3110 -0.001 0.003 0.007 0.442
H -1.4933 3.4970 -0.2877 0.005 -0.006 -0.003 0.441
H 4.8727 3.9851 -0.8511 0.007 0.018 0.002 0.229
H 3.7834 4.4956 0.3347 -0.013 -0.008 0.002 0.250
H -2.6923 -0.8838 3.3066 -0.007 -0.019 0.000 0.270
H 1.5957 2.8624 2.5194 0.002 0.012 0.005 0.529
H 3.4054 -3.5987 -2.4679 0.002 -0.003 0.002 0.368
H -5.6906 3.8573 0.5169 -0.001 0.000 0.004 0.342
H -1.3639 0.9375 2.8018 -0.016 -0.003 -0.008 0.354
H -0.1137 2.9691 2.1066 -0.009 -0.009 0.015 0.223
H -5.9579 1.4392 0.0469 0.002 0.001 0.002 0.420
H 2.6352 -6.4160 0.6874 0.002 -0.005 -0.004 0.343
H -3.2795 -0.6075 -0.8423 0.024 -0.015 0.014 0.444
H 3.6954 -5.8657 -1.5174 0.004 0.001 -0.004 0.331
H -2.4858 -3.1148 2.4840 -0.013 0.010 0.009 0.278
```
Positions in Å, forces in eV/Å.

Computed properties:
Strongest force on any atom: 0.0076 Eh/bohr
LUMO: 4.520 eV
HOMO energy: -1.180 eV
Energy above the lowest of the compared OMol25 structures with the same formula, charge and spin: 75.7 kcal per mole
Total charge: -2

---

DFT (ωB97M-V/def2-TZVPD) results for a single C22H19ClN2O7S molecule in a non-equilibrium geometry.

```
52
Properties=species:S:1:pos:R:3:forces:R:3:mulliken_charge:R:1
Cl -3.3564 -0.2823 -4.1341 0.022 -0.006 -0.245 -0.212
S 1.1320 -0.9084 1.6913 -0.146 -0.144 0.161 -0.167
O -6.3914 -1.4843 1.1472 -0.159 0.117 0.072 -0.596
O 3.5945 -0.8247 -1.2275 0.153 -0.028 0.045 -0.618
O -4.7961 -0.1043 -1.7471 0.267 -0.010 0.001 -0.531
O -5.0865 -2.3829 -0.4258 0.315 -0.356 -0.461 -0.424
O -3.7215 -0.1812 0.8983 0.154 0.132 -0.476 -0.480
O 3.2221 -0.8549 3.3135 0.139 0.038 0.266 -0.583
O 6.8051 0.2859 -0.1363 0.211 -0.173 -0.004 -0.662
N 4.9709 1.5502 0.0332 0.066 0.615 -0.344 -0.135
N 3.6281 -0.8059 1.0574 0.616 -0.163 -0.148 0.013
C -0.3113 2.9043 1.6901 0.037 0.101 -0.011 -1.537
C 2.7058 2.2245 -0.4871 0.200 0.019 0.113 -0.360
C -0.6897 -0.5692 -1.1809 -0.788 0.069 -0.176 1.353
C -3.2068 -0.4057 2.1933 -0.005 -0.020 0.230 -0.911
C -5.7833 -0.1329 -0.7478 -0.397 0.011 0.345 -0.433
C 3.0005 -0.8288 -0.1773 0.043 -0.179 -0.264 -0.249
C 0.7360 -0.7075 -1.0884 1.029 -0.176 0.486 -0.764
C 5.0642 -0.6651 1.1719 0.365 -0.162 -0.116 -0.618
C 1.0889 2.5875 1.2648 0.054 0.023 -0.059 0.812
C -5.7874 -1.3866 0.1156 -0.268 0.082 0.141 0.625
C -3.4831 -0.2525 -1.4592 0.387 0.040 -0.097 0.010
C 1.4238 2.5437 -0.0835 0.030 0.117 0.169 -0.705
C 2.8467 -0.8538 2.1780 -0.669 -0.118 -0.170 0.833
C 1.5394 -0.8226 -0.0106 -0.828 -0.025 -0.354 0.270
C -1.2729 -0.5007 -2.4499 0.154 -0.030 0.396 -1.162
C 3.6814 1.9267 0.4591 -0.306 0.239 0.155 0.183
C 5.6849 0.4282 0.2962 -0.082 -0.264 0.183 0.388
C -1.5218 -0.4674 -0.0613 0.023 -0.007 -0.072 -0.401
C -2.8902 -0.3029 -0.1788 -0.074 0.049 -0.075 1.238
C 3.3709 2.0203 1.8113 0.037 0.214 -0.155 -0.162
C -2.6365 -0.3509 -2.5719 -0.331 0.043 0.360 0.157
C 2.0846 2.3426 2.2032 0.030 0.026 -0.102 -0.695
H -5.1308 -3.1737 0.1346 -0.159 0.255 0.102 0.352
H -2.7091 -1.3763 2.2657 -0.008 0.002 -0.024 0.378
H -5.7299 0.7399 -0.0878 -0.035 -0.258 -0.103 0.209
H -0.4628 3.9838 1.7061 -0.107 0.055 0.034 0.387
H 1.8519 2.3919 3.2566 -0.046 -0.025 0.128 0.392
H -4.0774 -0.3915 2.8473 0.108 -0.018 0.011 0.311
H 5.5548 -1.5983 0.8757 -0.013 0.230 0.055 0.368
H 4.1320 1.8296 2.5528 0.102 -0.024 0.070 0.428
H -1.0284 2.4754 0.9926 -0.116 -0.029 -0.011 0.283
H 5.3811 2.1165 -0.6999 0.053 -0.141 0.133 0.265
H -0.6649 -0.5722 -3.3370 0.066 -0.003 -0.114 0.501
H -6.7333 -0.1001 -1.2930 0.137 -0.031 0.130 0.376
H -2.5117 0.3851 2.4880 0.008 -0.018 -0.020 0.212
H 5.2948 -0.4725 2.2240 -0.050 -0.041 -0.156 0.368
H 1.2702 -0.6973 -2.0324 0.086 0.023 -0.010 0.400
H 0.6666 2.7455 -0.8270 -0.106 0.012 -0.098 0.401
H -0.5073 2.5211 2.6887 -0.084 -0.025 0.074 0.348
H 2.9528 2.1726 -1.5368 0.033 -0.081 -0.127 0.408
H -1.0782 -0.5027 0.9178 -0.149 0.044 0.131 0.137
```
Positions in Å, forces in eV/Å.

Computed properties:
Strongest force on any atom: 0.0224 Eh/bohr
LUMO: -0.734 eV
HOMO energy: -8.321 eV